[1]
DFT (ωB97M-V/def2-TZVPD) results for 7 unconnected molecules or ions with the total composition C34H35N7.

Structure (XYZ):
```
76
Properties=species:S:1:pos:R:3:lowdin_charge:R:1
H -2.82 3.78 4.33 0.090
H 1.70 9.17 2.19 0.099
H -11.09 -1.63 1.58 0.098
H -0.11 -1.06 -3.30 0.099
N -4.25 5.39 1.76 0.042
C 10.33 4.70 -4.00 -0.100
C -3.94 -7.98 -0.90 -0.049
C 3.40 -5.15 1.20 -0.078
C 3.11 7.42 -0.24 -0.195
H 0.27 1.12 1.11 0.100
H 1.80 1.72 -0.80 0.101
C -3.59 3.94 3.58 -0.073
C -3.25 -7.13 -1.77 -0.088
H -1.88 -7.15 -3.50 0.102
C 0.92 0.41 -2.17 -0.090
C -7.86 -1.92 0.37 -0.114
C 4.48 7.34 1.61 -0.151
C -5.54 3.39 2.36 -0.076
C -3.76 -9.40 -1.05 -0.062
H 9.71 3.72 -7.17 0.096
N -2.28 -8.98 -2.89 0.041
H -4.19 -10.12 -0.36 0.096
H 5.32 6.91 2.13 0.099
H -2.57 5.75 2.94 0.093
C -0.10 -0.52 -2.36 -0.163
C 2.47 8.57 1.73 -0.040
H -4.60 -7.52 -0.17 0.098
C 10.73 4.55 -5.41 -0.115
C 8.76 3.55 -5.21 -0.125
H -6.13 4.93 1.01 0.096
H -7.08 -1.74 -0.35 0.097
C -5.31 4.56 1.61 -0.153
H 1.60 0.69 -2.96 0.102
N -1.00 -0.81 -1.42 0.057
H 6.38 -4.08 2.51 0.093
H -2.81 -10.78 -2.50 0.101
H 1.27 8.28 -0.16 0.103
H -1.53 -0.46 0.63 0.095
C 5.30 -5.78 3.07 -0.142
H 8.66 3.88 -3.08 0.142
H 10.85 5.23 -3.22 0.096
N 9.15 4.03 -3.95 -0.020
C -2.39 -7.66 -2.70 -0.161
H 11.61 4.97 -5.86 0.079
H -3.50 -6.08 -1.79 0.099
C -4.57 3.00 3.28 -0.090
N 4.30 7.02 0.27 0.066
C -10.05 -1.92 1.48 -0.083
C -8.13 -2.91 2.53 -0.148
C 2.16 8.09 0.42 -0.084
C 4.44 -4.25 1.41 -0.088
H 2.45 -6.98 2.02 0.096
C -9.47 -2.51 2.62 -0.075
C 3.25 -6.26 2.06 -0.131
H 5.98 -6.15 3.82 0.093
C -9.25 -1.65 0.36 -0.079
C -3.46 5.16 2.84 -0.128
C 1.02 0.99 -0.96 -0.097
C 3.58 8.00 2.36 -0.103
C 0.17 0.68 0.13 -0.077
H 7.84 3.00 -5.34 0.099
H -4.64 2.07 3.82 0.102
H -7.57 -3.37 3.33 0.094
H -9.63 -1.02 -0.43 0.090
C -0.84 -0.19 -0.16 -0.128
C -2.96 -9.80 -2.08 -0.178
H -10.20 -2.74 3.38 0.094
C 5.49 -4.64 2.25 -0.072
H 2.56 -4.87 0.58 0.095
N 4.19 -6.56 3.02 0.034
H -6.37 2.74 2.15 0.098
H 2.93 6.90 -1.17 0.102
N -7.37 -2.65 1.43 0.026
C 9.70 3.95 -6.11 -0.154
H 3.68 8.13 3.42 0.103
H 4.50 -3.31 0.89 0.100
```

The HOMO-LUMO gap is 0.306 Eh. The highest occupied orbital energy comes out at -7.9 eV. The calculation puts the energy relative to the best compared isomer or geometry (same formula, charge and spin) at 3.92 kcal/mol.

[2]
DFT (ωB97M-V/def2-TZVPD) results for a molecular structure, C34H36AlF12GeN2O6S2.

Structure (XYZ):
```
94
Properties=species:S:1:pos:R:3:lowdin_charge:R:1
C 1.64 -1.51 -5.49 -0.113
H 0.31 3.30 -2.43 0.104
C -1.09 -3.01 1.65 -0.397
O 1.65 -0.24 0.71 -0.226
H -1.65 2.46 -1.38 0.085
H 1.33 1.76 -1.01 0.058
H -1.11 -0.55 -2.04 -0.058
C -4.63 0.32 -0.77 -0.564
O -0.39 0.19 2.36 -0.263
H -5.44 1.10 -2.60 0.090
C 0.80 -0.91 -4.55 -0.270
H -1.81 2.50 1.07 0.103
S 2.60 0.37 1.64 0.665
C -1.24 3.35 -0.89 -0.162
Ge 1.17 -1.04 -2.60 0.859
H 6.30 1.83 -2.57 0.091
F 2.58 -1.94 2.89 0.148
C -5.15 -1.11 -0.94 -0.031
N 1.93 1.05 2.88 -0.253
C 0.82 -5.24 -3.07 -0.105
C 4.16 -0.76 -2.13 -0.103
C 5.35 -0.05 -2.15 -0.101
H -1.46 -3.47 3.76 0.100
H 2.49 -2.10 -5.15 0.102
H -4.01 1.99 -2.03 0.082
C 0.72 -3.86 -3.19 -0.115
C -4.46 1.00 -2.14 -0.026
F 0.95 1.03 5.75 0.143
C 1.02 2.65 -0.48 -0.184
H 1.77 -6.87 -2.04 0.091
C -0.17 -0.14 -1.63 -0.297
H -1.89 4.21 -1.05 0.109
C 1.68 -5.80 -2.13 -0.118
O -0.59 -2.05 0.85 -0.030
F -3.32 -2.18 1.73 0.132
C 4.19 1.87 -2.97 -0.096
H 0.48 4.62 -1.25 0.106
C -1.01 3.04 0.57 -0.213
H 2.08 -1.85 -7.56 0.091
H 4.18 -1.79 -1.82 0.077
H 0.06 -2.63 3.42 0.083
N -2.26 0.16 0.32 0.290
C 1.42 -1.38 -6.85 -0.107
O 3.63 1.18 1.08 -0.217
H 2.82 -2.96 -0.71 0.080
H -3.81 0.41 -2.79 0.093
C 0.19 3.57 -1.38 -0.142
F 1.00 -4.10 1.51 0.160
C 2.28 -3.58 -1.42 -0.122
C -0.99 -2.70 3.15 0.028
H -1.35 0.57 -6.74 0.089
C 3.00 1.16 -2.95 -0.124
H -4.48 -1.70 -1.56 0.094
H -5.25 -1.61 0.02 0.083
C 2.40 -4.96 -1.30 -0.110
C -0.51 -0.02 -6.39 -0.111
H 4.19 2.90 -3.31 0.094
F 4.33 -0.73 3.27 0.145
H -6.54 1.18 -0.31 0.088
H -0.79 3.95 1.16 0.127
H 0.16 -0.52 -8.37 0.088
F -0.91 0.07 5.21 0.142
H -1.47 -1.74 3.34 0.078
H -0.91 0.33 -4.31 0.076
F -3.12 -4.32 1.86 0.150
S 0.40 1.08 3.20 0.660
H -6.13 -1.06 -1.42 0.090
C -5.55 1.14 0.14 -0.033
H 2.09 1.63 -3.29 0.093
H -5.63 0.68 1.12 0.092
H 0.05 -3.45 -3.94 0.093
C -0.31 -4.32 1.37 -0.553
F -0.53 -4.80 0.14 0.177
C 2.95 -0.17 -2.51 -0.245
F -0.63 -5.31 2.24 0.137
H 0.24 -5.88 -3.72 0.092
C -2.59 -3.22 1.29 -0.547
H 3.05 -5.38 -0.54 0.098
F 0.96 -0.92 4.83 0.136
O 0.13 2.20 0.56 -0.231
C 3.45 -1.10 2.34 -0.669
C -3.30 0.25 -0.15 -0.044
C 0.35 0.26 4.85 -0.675
F -2.81 -3.31 -0.02 0.164
C 1.45 -3.00 -2.38 -0.238
H -5.17 2.15 0.26 0.090
O -0.10 2.39 3.47 -0.234
C -0.27 -0.16 -5.03 -0.115
H 1.87 3.15 -0.02 0.125
C 5.37 1.27 -2.56 -0.111
F 4.09 -1.74 1.37 0.152
Al -0.25 -0.45 0.23 -0.043
H 6.27 -0.53 -1.84 0.094
C 0.34 -0.63 -7.31 -0.122
```

Its net charge is -1. The HOMO-LUMO gap is 0.206 Eh. The highest occupied orbital energy comes out at -3.4 eV. The calculation puts the energy relative to the best compared isomer or geometry (same formula, charge and spin) at 22.98 kcal/mol.

[3]
DFT (ωB97M-V/def2-TZVPD) results for a molecular structure, C34H36BClN10NiO3.

Structure (XYZ):
```
86
Properties=species:S:1:pos:R:3:lowdin_charge:R:1
H 2.40 2.89 -2.81 0.133
H 1.80 -2.17 0.32 0.124
C 1.81 -3.53 -1.40 -0.247
H 2.93 0.30 4.18 0.117
C -1.96 -2.26 2.69 -0.005
H 3.38 -4.36 -0.25 0.092
C -1.94 -1.56 1.47 -0.315
C -1.68 -1.60 -3.70 -0.006
H -2.57 4.01 -0.09 0.083
C -1.21 -1.49 3.55 -0.048
H 0.70 -5.53 -2.71 0.096
C -2.64 -1.92 0.20 -0.020
N -0.82 0.49 5.65 0.121
N 1.49 0.56 2.66 0.043
O -0.05 -0.61 -1.20 -0.033
C -0.09 2.48 -5.07 -0.624
C -1.31 4.16 2.80 0.000
B 0.11 0.76 3.36 -0.625
C 1.19 2.77 -4.57 -0.062
H 3.32 -4.96 -1.91 0.092
C 1.43 2.66 -3.24 0.069
C 2.71 -4.66 -1.06 0.002
H -1.66 5.14 3.07 0.107
C -0.87 3.16 3.64 -0.033
H -0.80 3.13 4.71 0.123
O 0.68 2.07 -1.11 0.032
H -2.08 1.68 8.19 0.078
H 1.96 3.09 -5.25 0.121
H -1.01 0.47 8.89 0.077
H 2.14 -5.52 -0.72 0.096
H 1.39 -2.19 -5.00 0.123
C 0.84 -4.68 -3.38 0.017
C -0.56 0.97 6.85 -0.350
H 2.37 0.15 -1.16 0.046
N 0.25 0.83 4.87 -0.012
C 3.20 0.39 -0.51 -0.026
H 2.02 1.98 5.15 0.117
C -0.31 -1.51 -6.12 -0.066
C -1.20 3.63 1.51 -0.310
H -2.17 -0.85 -6.97 0.110
H 4.66 0.13 2.08 0.107
C -2.08 1.56 -2.04 -0.142
C 3.59 0.29 2.05 -0.006
H -3.38 -0.93 -4.81 0.113
H -1.54 5.37 0.34 0.085
Cl -0.39 2.61 -6.74 0.789
H 1.62 -4.91 -4.10 0.099
H -2.21 -1.66 -2.75 0.110
H -3.05 1.57 -2.57 0.148
H 3.59 1.36 -0.80 0.083
O -2.06 1.27 -0.86 0.034
N 1.19 -3.49 -2.61 -0.054
C -1.14 2.10 -4.21 -0.034
C 0.35 -1.92 -4.97 -0.012
Ni -0.29 0.85 0.28 0.644
N 1.51 0.56 1.31 0.067
C 1.45 -2.45 -0.66 0.074
C -1.65 -1.15 -6.07 -0.081
C -1.53 0.76 7.98 -0.033
N -1.22 -0.45 1.60 0.064
H 0.23 -1.48 -7.05 0.112
C 0.67 1.65 6.87 -0.017
H -0.86 4.03 -0.57 0.058
C -0.92 1.94 -2.87 -0.080
C 0.50 -1.70 -1.42 -0.392
C 2.73 0.39 3.13 -0.054
H -3.43 -2.64 0.41 0.086
H 3.99 -0.35 -0.66 0.086
H -2.48 -3.18 2.90 0.105
H -1.96 -2.38 -0.51 0.056
N -0.79 -0.41 2.89 0.035
H -2.13 1.92 -4.63 0.123
N -0.72 2.39 1.58 0.053
H -0.99 -1.62 4.59 0.113
C -2.33 -1.19 -4.85 -0.076
C -0.34 -1.97 -3.76 -0.198
N -0.52 2.10 2.88 0.041
C 0.40 2.20 -2.32 -0.309
C 1.14 1.56 5.59 -0.100
C -1.56 4.29 0.22 -0.017
H -2.25 -0.01 7.72 0.075
H -3.08 -1.04 -0.26 0.070
N 0.31 -2.41 -2.59 0.061
C 2.77 0.41 0.93 -0.323
H 1.14 2.14 7.71 0.104
H -0.09 -4.50 -3.91 0.096
```

Its net charge is +1. The HOMO-LUMO gap (alpha / beta) is 0.276 / 0.188 Eh. The spin multiplicity is 4. The highest occupied orbital energy (alpha / beta) comes out at -10.8 / -10.8 eV. The calculation puts the energy relative to the best compared isomer or geometry (same formula, charge and spin) at 0.62 kcal/mol.

[4]
DFT (ωB97M-V/def2-TZVPD) results for a molecular structure, C34H36BrInN4O4P2S2.

Structure (XYZ):
```
84
Properties=species:S:1:pos:R:3:lowdin_charge:R:1
C -3.10 -0.47 3.36 -0.064
C 0.28 -0.91 3.84 -0.207
C 1.86 4.03 -1.18 -0.450
H -0.86 1.65 3.42 0.064
H -3.83 -1.90 -0.61 0.026
C -2.87 0.26 -0.82 -0.380
H -7.25 -1.25 -0.62 0.128
H 4.23 5.60 -4.49 0.114
C -0.09 2.27 -0.98 -0.877
C -5.22 -0.63 -0.74 -0.237
H 5.64 6.23 -2.57 0.112
H 2.40 -4.79 0.32 0.120
H 3.67 0.70 -3.43 0.174
H 6.73 -0.60 -0.68 0.128
H -5.79 -2.50 3.09 0.127
C -7.07 0.88 -0.90 -0.046
C 4.62 -0.47 -1.04 -0.064
H 0.47 5.00 0.17 0.086
C 5.27 5.21 -2.64 -0.068
C 4.33 2.65 -2.90 -0.220
H -4.26 -3.72 1.63 0.115
H 1.26 -0.42 3.90 0.062
In -0.06 -1.06 -0.34 1.016
C -1.22 -4.73 1.77 -0.221
H 0.43 -1.99 3.90 0.049
H -2.19 -5.16 2.02 0.069
H 0.54 5.72 -1.45 0.096
H 2.71 4.43 -0.63 0.099
N -2.12 1.31 -1.02 0.029
Br 7.20 -3.22 0.65 0.830
C 4.43 -2.96 0.17 -0.045
C 4.70 0.90 -1.58 -0.298
C 5.77 -1.10 -0.57 -0.038
O -4.79 -1.91 -0.59 0.051
S -0.83 3.77 -1.41 1.027
C 1.95 -3.93 0.81 -0.046
C 5.14 2.99 -1.81 -0.225
O 2.00 -2.78 -0.05 -0.169
C 0.58 4.79 -0.89 -0.467
H 2.40 0.44 -1.55 0.010
C -4.38 -0.96 3.57 -0.028
H -0.69 -4.48 2.69 0.060
P -0.55 -0.47 2.28 0.880
C -2.22 -1.14 2.51 -0.376
H -0.35 -0.58 4.66 0.066
H -3.52 -4.14 -0.34 0.058
H -0.64 -5.47 1.21 0.058
C 4.46 4.86 -3.73 -0.075
C -6.59 -0.40 -0.74 0.002
C -6.20 1.96 -1.09 -0.066
C 3.40 -1.09 -0.89 -0.182
H -5.06 -0.42 4.22 0.124
P -1.52 -3.24 0.76 0.916
C 5.62 4.29 -1.67 -0.004
H 6.26 4.55 -0.83 0.122
H 3.39 3.29 -4.76 0.121
S 1.62 2.32 -0.62 0.998
C -0.73 1.34 2.39 -0.235
H -6.60 2.95 -1.24 0.112
C -2.49 -3.93 -0.62 -0.215
N 4.02 1.31 -2.71 0.139
C -4.85 1.74 -1.08 -0.017
C -4.79 -2.13 2.94 -0.024
C -2.64 -2.32 1.87 -0.381
O 2.22 -0.49 -1.30 -0.074
O -2.33 -0.90 -0.58 -0.226
C 3.29 -2.31 -0.26 -0.197
C 3.98 3.57 -3.89 -0.033
H -1.58 1.66 1.78 0.058
H 2.44 -3.73 1.76 0.119
C -3.92 -2.81 2.11 -0.075
H -2.79 0.44 3.86 0.111
N -0.80 1.19 -0.81 -0.176
C -4.32 0.45 -0.89 -0.073
H 4.38 -3.93 0.64 0.108
H -2.00 -4.86 -0.93 0.067
N 5.35 1.87 -1.00 0.208
H -2.48 -3.24 -1.46 0.045
H 2.10 4.00 -2.23 0.068
H -8.14 1.05 -0.89 0.118
C 5.66 -2.34 0.02 -0.661
H 0.91 -4.12 0.98 0.009
H -4.16 2.56 -1.22 0.108
H 0.18 1.80 2.00 0.028
```

Its net charge is +2. The HOMO-LUMO gap is 0.182 Eh. The highest occupied orbital energy comes out at -12.7 eV. The calculation puts the energy relative to the best compared isomer or geometry (same formula, charge and spin) at 68.93 kcal/mol.

[5]
DFT (ωB97M-V/def2-TZVPD) results for a molecular structure, C34H37AsBeN2O3Te.

Structure (XYZ):
```
79
Properties=species:S:1:pos:R:3:lowdin_charge:R:1
C 3.67 -2.39 0.59 -0.365
H -5.61 1.62 -5.77 0.114
H -1.98 -0.30 2.91 0.147
H -1.25 -1.36 6.08 0.114
C 1.32 3.48 -0.59 0.031
H -2.82 -1.30 -4.37 0.105
C -0.30 -3.68 -3.35 -0.025
H 0.88 1.97 -4.53 0.103
H -1.09 -5.46 -2.48 0.116
C 6.66 -0.48 -1.82 -0.056
O 1.15 0.95 0.52 0.004
H 1.52 4.43 -0.08 0.111
H -2.50 -4.28 -0.84 0.108
C -0.30 -2.28 -3.33 -0.248
C -3.18 -0.28 -4.37 -0.089
H 6.37 -2.46 0.91 0.122
H -4.77 -0.70 -5.74 0.113
C 4.35 -0.95 -1.35 -0.277
N 0.11 2.89 -0.02 -0.096
H 2.50 1.21 -6.23 0.111
H -2.53 -1.80 -0.79 0.101
C -1.08 -4.38 -2.45 -0.062
C -1.89 -2.32 -1.49 -0.122
H -2.54 2.77 -3.03 0.070
H -1.75 -1.90 2.16 0.164
C 1.41 -1.82 -5.17 -0.016
As -0.96 0.31 -2.56 1.376
C 0.01 -1.17 3.19 -0.307
C 2.13 -0.88 -5.89 -0.056
H 2.09 -1.58 4.54 0.096
C -1.87 -3.71 -1.52 -0.078
C 1.24 -1.81 5.17 0.033
H 1.16 3.66 -1.65 0.110
H 1.28 -2.86 5.48 0.113
H -1.70 3.61 0.80 0.105
H 5.03 0.23 -3.01 0.120
Te 1.84 -2.20 -0.51 1.595
C 0.11 1.67 0.43 -0.374
C -2.56 0.69 -3.60 -0.389
C -4.28 0.06 -5.15 -0.061
H 2.70 -0.98 -2.75 0.051
H 2.16 2.81 -0.45 0.096
C -4.76 1.37 -5.16 -0.064
H 8.08 -1.36 -0.46 0.115
H 1.56 -2.87 -5.36 0.115
C -4.13 2.34 -4.40 -0.075
H -4.50 3.36 -4.41 0.110
C 2.90 -0.77 -1.70 -0.340
C 0.49 -1.40 -4.21 -0.224
C -1.13 3.66 -0.12 0.014
C 1.94 0.48 -5.66 -0.066
H 2.51 0.21 -1.45 0.050
O -0.85 -0.35 1.16 -0.161
H -1.98 1.11 0.22 0.129
H 3.55 -1.93 1.57 0.056
C -1.17 1.04 0.95 -0.042
H -2.12 -1.69 4.57 0.091
H -1.47 1.51 1.89 0.157
O 1.09 -0.94 2.56 0.027
C 4.72 -1.71 -0.25 -0.284
C -3.03 2.00 -3.62 -0.137
C 7.04 -1.24 -0.71 -0.056
C -1.27 -0.95 2.39 -0.016
N 0.00 -1.60 4.42 -0.097
H -1.24 -2.99 5.38 0.116
C -1.23 -1.93 5.15 0.021
H 7.42 -0.01 -2.43 0.114
C 0.31 -0.03 -3.98 -0.343
H 1.23 -1.17 6.05 0.113
C 1.03 0.91 -4.70 -0.092
H 3.87 -3.45 0.74 0.066
C 5.33 -0.34 -2.14 -0.027
H 0.30 -4.21 -4.07 0.117
H -0.86 4.70 -0.30 0.110
C 6.07 -1.85 0.06 -0.028
H -1.73 3.30 -0.96 0.082
H 2.84 -1.20 -6.64 0.114
C -1.10 -1.61 -2.39 -0.401
Be 0.90 -0.54 1.01 0.025
```

Its net charge is +2. The HOMO-LUMO gap is 0.294 Eh. The highest occupied orbital energy comes out at -12.9 eV. The calculation puts the energy relative to the best compared isomer or geometry (same formula, charge and spin) at 0.00 kcal/mol.

| no. | electronic energy (Ha) |
| --- | --- |
| 1 | -1699.7171 |
| 2 | -6192.4512 |
| 3 | -4083.8297 |
| 4 | -6079.9505 |
| 5 | -4171.2195 |